Record 1
The following is a quantum chemistry calculation of 9 unconnected molecules or ions with the total composition C36H72O18, from the Open Molecules 2025 dataset.

The geometry in ORCA input format:
```
! RIJCOSX wB97M-V def2-TZVPD def2/J DEFGRID3
* xyz 0 1
C 0.7959 2.4126 2.8068
C -0.1192 2.9165 3.9757
O -1.3040 2.1871 3.9259
C -1.5951 1.2526 4.9373
C -3.0490 0.7313 4.8657
O -0.8700 1.0119 5.9335
H 1.7683 2.9002 2.8762
H 0.2438 2.6709 1.9032
H 1.0523 1.3533 2.7904
H 0.5661 2.7204 4.8003
H -0.3150 3.9848 3.8836
H -3.1075 -0.3075 5.1909
H -3.2715 0.6863 3.7996
H -3.8184 1.3610 5.3123
C -2.9485 0.8811 -2.2488
C -3.1283 -0.6081 -1.9482
O -2.6790 -1.3350 -3.0521
C -2.4073 -2.6204 -2.8431
C -2.1323 -3.2384 -4.1928
O -2.4191 -3.2572 -1.7806
H -3.4637 1.5606 -1.5699
H -3.3500 1.1923 -3.2132
H -1.8832 1.1118 -2.2467
H -2.5738 -0.8621 -1.0448
H -4.1731 -0.8321 -1.7330
H -1.6273 -4.1673 -3.9279
H -1.4757 -2.5672 -4.7464
H -3.0451 -3.5195 -4.7180
C 5.4804 -7.0982 -2.7227
C 5.2274 -5.6141 -2.6101
O 4.2530 -5.2545 -1.6195
C 3.7629 -3.9956 -1.5302
C 2.7728 -3.7830 -0.3216
O 4.0665 -2.9763 -2.1251
H 4.5566 -7.6702 -2.6357
H 6.0059 -7.4811 -1.8480
H 6.0692 -7.3063 -3.6161
H 6.1307 -5.1281 -2.2414
H 4.9031 -5.1242 -3.5282
H 1.8412 -3.2982 -0.6132
H 3.2485 -3.2485 0.5007
H 2.5206 -4.8010 -0.0245
C 1.0294 -1.1070 4.3900
C 1.7456 -1.8332 5.5665
O 3.1030 -1.4960 5.7585
C 3.4616 -0.5411 6.5620
C 5.0094 -0.5646 6.6742
O 2.8139 0.2654 7.1981
H 1.0597 -0.0207 4.4742
H -0.0465 -1.2772 4.3516
H 1.4798 -1.4571 3.4612
H 1.1439 -1.7550 6.4720
H 1.8820 -2.9107 5.4747
H 5.5442 -1.0816 5.8776
H 5.0484 -1.0703 7.6390
H 5.4058 0.4371 6.8406
C -5.9344 6.9898 1.1102
C -5.8293 5.4966 1.2592
O -4.6179 4.9903 0.7329
C -4.2553 3.7911 1.1366
C -2.8938 3.5185 0.5561
O -4.8877 2.9950 1.8642
H -5.1620 7.4214 1.7468
H -6.9253 7.3976 1.3101
H -5.7036 7.3440 0.1055
H -5.8590 5.3131 2.3333
H -6.6907 4.9459 0.8812
H -2.6273 4.2602 -0.1969
H -2.7120 2.5279 0.1393
H -2.1116 3.6216 1.3082
C 7.2298 2.2298 -5.4176
C 5.7866 1.9643 -5.0231
O 5.7641 1.4332 -3.7278
C 4.5637 1.0840 -3.1671
C 4.6841 0.7657 -1.7202
O 3.4670 1.1633 -3.6617
H 7.7529 3.0295 -4.8932
H 7.3863 2.5446 -6.4493
H 7.8897 1.3733 -5.2794
H 5.2320 2.9026 -5.0335
H 5.3021 1.2679 -5.7075
H 4.9576 -0.2825 -1.5990
H 3.7702 0.9674 -1.1613
H 5.5183 1.2998 -1.2654
C -4.2803 -2.7030 1.0643
C -4.3505 -4.1405 1.6461
O -5.4986 -4.7741 1.1126
C -5.8481 -5.9844 1.4558
C -7.0178 -6.5578 0.6858
O -5.2443 -6.7501 2.2011
H -4.9979 -2.0253 1.5269
H -4.6495 -2.7747 0.0413
H -3.3343 -2.1655 0.9994
H -3.4567 -4.6865 1.3441
H -4.3028 -4.1630 2.7348
H -7.6405 -7.1850 1.3237
H -6.7729 -7.1219 -0.2142
H -7.6294 -5.7451 0.2939
C 0.3171 3.3501 -4.6407
C -0.3455 4.2145 -3.6174
O 0.5710 4.8261 -2.7337
C 0.8562 4.3654 -1.5773
C 1.9147 5.1275 -0.8084
O 0.2818 3.3710 -1.0701
H -0.4537 2.7965 -5.1770
H 1.0605 2.6454 -4.2682
H 0.7139 3.9970 -5.4231
H -0.8904 5.0630 -4.0313
H -1.1331 3.7753 -3.0052
H 1.5415 5.7835 -0.0220
H 2.5214 5.7705 -1.4461
H 2.6160 4.4947 -0.2644
C 0.8382 -1.1295 -2.8110
C 0.8491 0.1228 -1.8987
O -0.0884 0.1737 -0.8694
C 0.1672 -0.3372 0.3551
C -0.9942 -0.1466 1.2812
O 1.1966 -0.9754 0.7196
H 0.0403 -1.0050 -3.5431
H 0.7392 -2.0916 -2.3083
H 1.7817 -1.1692 -3.3555
H 1.8703 0.2138 -1.5288
H 0.6824 1.0067 -2.5143
H -0.7283 0.2131 2.2752
H -1.5123 -1.0970 1.4090
H -1.6740 0.6330 0.9372
*
```

Calculated values
LUMO energy: 0.481 eV
HOMO-LUMO gap: 0.377 Ha
ΔE to the lowest compared entry with this formula, charge and spin: 70.76 kcal/mol
electronic energy: -75354.102 eV



Record 2
The following is a quantum chemistry calculation of 12 unconnected molecules or ions with the total composition C36H72O36, from the Open Molecules 2025 dataset.

The geometry in ORCA input format:
```
! RIJCOSX wB97M-V def2-TZVPD def2/J DEFGRID3
* xyz 0 1
C -2.5872 8.1557 -0.2729
O -2.3050 6.9342 -0.9348
C -2.8266 5.8371 -0.4050
O -3.4442 5.7979 0.5858
O -2.5031 4.7623 -1.0690
C -1.6921 4.7830 -2.2607
H -2.8406 8.8600 -1.0628
H -1.6665 8.5137 0.1905
H -3.3661 8.1107 0.4790
H -2.0214 5.5060 -3.0024
H -1.7664 3.8046 -2.7056
H -0.6888 4.9694 -1.8766
C -1.9914 -6.3863 0.0301
O -1.8865 -5.3135 0.9564
C -2.6384 -5.3293 2.0244
O -3.3522 -6.1919 2.3961
O -2.4887 -4.1720 2.6301
C -3.0269 -4.0089 3.9431
H -2.6294 -6.1004 -0.8051
H -2.3705 -7.3057 0.4702
H -0.9857 -6.5618 -0.3400
H -3.7909 -4.7594 4.1542
H -3.4577 -3.0164 4.0079
H -2.2262 -4.1944 4.6605
C -0.0369 -0.3033 -5.5249
O 0.4658 0.7857 -6.3058
C -0.1151 1.9583 -6.0899
O -0.8559 2.1946 -5.1795
O 0.2726 2.7657 -7.0404
C -0.3219 4.0473 -7.0867
H -0.8568 -0.8311 -6.0224
H -0.3690 0.0485 -4.5516
H 0.7528 -1.0463 -5.4261
H 0.2022 4.5245 -7.9019
H -0.1349 4.5586 -6.1413
H -1.4022 4.0424 -7.2122
C -1.2011 0.0695 4.9212
O 0.2060 0.1667 4.7340
C 0.9560 -0.8740 5.0160
O 0.5693 -1.9366 5.4352
O 2.2021 -0.5712 4.7101
C 3.2326 -1.4734 5.0952
H -1.5983 -0.6601 4.2079
H -1.7035 1.0119 4.7518
H -1.4034 -0.3187 5.9217
H 3.4409 -1.5140 6.1610
H 4.1103 -1.1516 4.5350
H 2.9965 -2.4590 4.6997
C -3.7312 2.4408 -3.5511
O -5.0266 2.9578 -3.2565
C -5.9085 2.9373 -4.2248
O -5.8111 2.3494 -5.2598
O -6.9472 3.6433 -3.8401
C -7.8401 4.0311 -4.8842
H -3.2397 2.4633 -2.5893
H -3.2114 3.0285 -4.3043
H -3.8234 1.4195 -3.9178
H -8.7411 4.4148 -4.4239
H -8.0976 3.1237 -5.4377
H -7.3731 4.7370 -5.5674
C 0.1729 -2.8016 0.4714
O -0.2089 -1.9667 -0.6147
C -0.2201 -0.6450 -0.3686
O 0.1759 -0.1364 0.6411
O -0.6868 -0.0950 -1.4750
C -0.8822 1.3045 -1.6477
H -0.1010 -3.8291 0.2286
H -0.4322 -2.5818 1.3483
H 1.2508 -2.7980 0.6013
H -1.7595 1.6075 -1.0757
H -0.9752 1.4569 -2.7166
H -0.0422 1.8789 -1.2598
C 2.1904 3.5780 -1.6057
O 1.9506 4.7857 -0.8734
C 1.2311 4.8076 0.2703
O 0.6815 3.8845 0.8400
O 1.0947 6.1065 0.5845
C 0.6652 6.4569 1.8898
H 2.9004 3.8845 -2.3715
H 1.3188 3.1487 -2.0909
H 2.6998 2.8212 -1.0078
H 1.2649 7.2669 2.3047
H 0.6944 5.6352 2.6141
H -0.3844 6.7763 1.8929
C 3.5873 -2.0170 -4.5732
O 3.0046 -2.0931 -3.3009
C 3.2655 -1.1247 -2.4414
O 3.8627 -0.1138 -2.6737
O 2.7969 -1.4877 -1.2743
C 3.4673 -1.1152 -0.0576
H 4.0406 -2.9760 -4.8367
H 4.4805 -1.3868 -4.5255
H 2.8988 -1.7133 -5.3526
H 3.0884 -0.1448 0.2524
H 4.5351 -1.1087 -0.2748
H 3.1826 -1.9010 0.6294
C 3.0887 6.1544 5.5523
O 2.5163 4.8775 5.3882
C 2.9604 4.0512 4.4352
O 3.8847 4.2383 3.7129
O 2.1929 2.9630 4.4414
C 2.2237 2.1790 3.2471
H 2.4372 6.7141 6.2171
H 3.1576 6.7398 4.6290
H 4.1051 6.1290 5.9500
H 2.1825 2.8213 2.3675
H 1.4298 1.4513 3.1512
H 3.1627 1.6161 3.1845
C -4.7292 2.9758 1.5219
O -4.3297 1.6248 1.8655
C -4.1541 0.7346 0.8899
O -4.2288 0.9541 -0.2764
O -3.9250 -0.4582 1.4529
C -3.6947 -1.5397 0.5370
H -4.4015 3.5832 2.3642
H -5.8158 3.0198 1.4468
H -4.2450 3.3974 0.6468
H -3.1914 -2.2683 1.1723
H -3.0509 -1.2589 -0.2911
H -4.5983 -2.0415 0.1921
C 8.0579 -6.7808 -1.3688
O 6.8751 -6.7038 -0.5618
C 6.3416 -5.5034 -0.4298
O 6.7710 -4.4924 -0.8503
O 5.2315 -5.6261 0.2701
C 4.4841 -4.4556 0.4576
H 8.3923 -7.8127 -1.2692
H 8.8286 -6.1030 -1.0150
H 7.8428 -6.6493 -2.4293
H 4.0350 -4.2712 -0.5301
H 5.0749 -3.5506 0.5934
H 3.6559 -4.4829 1.1449
C 1.7886 -6.7311 0.5605
O 0.8302 -6.4645 1.5550
C 0.5779 -7.4433 2.4097
O 0.9937 -8.5406 2.2883
O -0.2327 -6.9786 3.3217
C -1.0314 -7.8926 4.0978
H 2.8123 -6.7854 0.9262
H 1.6732 -5.8827 -0.1150
H 1.6094 -7.6205 -0.0457
H -0.5476 -8.0666 5.0602
H -0.8907 -8.8755 3.6303
H -2.0649 -7.5839 4.1073
*
```

Calculated values
LUMO energy: 0.472 eV
HOMO-LUMO gap: 0.402 Ha
ΔE to the lowest compared entry with this formula, charge and spin: 31.84 kcal/mol
electronic energy: -112207.953 eV



Record 3
The following is a quantum chemistry calculation of 9 unconnected molecules or ions with the total composition C36H72O9, from the Open Molecules 2025 dataset.

The geometry in ORCA input format:
```
! RIJCOSX wB97M-V def2-TZVPD def2/J DEFGRID3
* xyz 0 1
C -0.9548 1.8904 3.8117
C -2.2677 2.1001 4.6010
C -2.3999 0.7154 5.3102
O -1.4348 -0.1566 4.7638
C -0.9141 0.3732 3.5904
H -0.0410 2.3684 4.1645
H -1.0090 2.1570 2.7562
H -3.1027 2.2707 3.9214
H -2.0947 2.9182 5.3002
H -3.3094 0.1453 5.1208
H -2.3161 0.7164 6.3970
H -1.3881 0.0118 2.6778
H 0.1331 0.0994 3.4622
C -2.1248 -3.6759 1.7606
C -3.1846 -4.4602 1.0634
C -4.1689 -4.6482 2.1824
O -4.2238 -3.3455 2.7409
C -2.8855 -2.8353 2.6674
H -1.5229 -3.0892 1.0666
H -1.4469 -4.3179 2.3231
H -2.8380 -5.3330 0.5100
H -3.6799 -3.8098 0.3425
H -3.7414 -5.2982 2.9459
H -5.1861 -4.9470 1.9292
H -2.3934 -2.8166 3.6398
H -2.9435 -1.7986 2.3355
C 3.4259 4.3632 4.7564
C 2.6351 5.1778 3.7140
C 1.5554 5.8655 4.5376
O 1.3843 4.9791 5.6534
C 2.3257 3.9101 5.7575
H 4.0896 5.0746 5.2478
H 3.9583 3.5695 4.2321
H 2.0876 4.4982 3.0609
H 3.2676 5.8915 3.1861
H 0.6104 5.9982 4.0109
H 1.9434 6.8186 4.8969
H 2.0182 2.9344 5.3812
H 2.5639 3.6600 6.7914
C 1.7311 -5.3671 -1.8000
C 1.7943 -6.1079 -0.4619
C 0.5705 -5.5674 0.2600
O 0.4122 -4.2315 -0.2008
C 1.1274 -3.9501 -1.4326
H 1.1393 -5.8863 -2.5538
H 2.6785 -5.4021 -2.3379
H 2.7668 -5.9250 -0.0049
H 1.5692 -7.1739 -0.4304
H 0.8425 -5.7009 1.3070
H -0.3628 -6.0824 0.0323
H 1.9835 -3.3133 -1.2095
H 0.6874 -3.5117 -2.3283
C -0.7786 5.5639 -3.8675
C 0.6396 5.7076 -4.3722
C 1.4025 5.1686 -3.2030
O 0.6895 5.5648 -2.0364
C -0.6732 5.7042 -2.3144
H -1.1430 4.5405 -3.9575
H -1.4879 6.2008 -4.3961
H 0.9594 6.7484 -4.4233
H 0.9181 5.1248 -5.2503
H 2.4268 5.5365 -3.2626
H 1.3985 4.0786 -3.2009
H -0.8962 6.7209 -1.9909
H -1.2674 4.9294 -1.8297
C -0.1176 1.7065 -0.2406
C -0.2749 0.2632 -0.5937
C 0.7238 -0.4733 0.2528
O 1.4344 0.5606 1.0146
C 1.3904 1.7791 0.3182
H -0.8998 1.9935 0.4622
H -0.3171 2.3141 -1.1233
H -0.0643 0.2277 -1.6625
H -1.3501 0.1213 -0.4848
H 1.4425 -1.1493 -0.2106
H 0.1943 -0.9761 1.0621
H 2.1166 1.8066 -0.4942
H 1.6578 2.6716 0.8840
C -5.1634 -0.3083 0.6235
C -5.8889 0.7891 -0.2475
C -7.3416 0.3690 -0.2274
O -7.3354 -0.8650 0.4022
C -6.1171 -1.4667 0.4866
H -5.0144 0.2332 1.5577
H -4.1306 -0.4463 0.3036
H -5.4623 0.6952 -1.2462
H -5.8772 1.7766 0.2139
H -7.5645 0.1597 -1.2736
H -7.8834 1.1482 0.3087
H -5.8027 -2.0442 -0.3827
H -6.0443 -2.1946 1.2946
C 0.9159 -0.3708 -6.4029
C 0.5958 1.0802 -6.6079
C -0.2862 1.2687 -5.4005
O 0.2347 0.4046 -4.3321
C 0.9323 -0.6685 -4.9412
H 1.9038 -0.5114 -6.8415
H 0.3521 -1.0556 -7.0363
H 0.2556 1.2948 -7.6209
H 1.4347 1.6876 -6.2682
H -1.2717 0.8841 -5.6628
H -0.4094 2.3154 -5.1224
H 0.6185 -1.7014 -4.7906
H 1.8669 -0.4896 -4.4095
C 5.1701 -3.9680 -1.5326
C 6.6776 -3.8313 -1.6822
C 7.1302 -3.2268 -0.3364
O 6.0801 -2.2737 -0.1938
C 4.7971 -2.7544 -0.6245
H 4.8437 -4.8773 -1.0277
H 4.7100 -3.6955 -2.4824
H 6.7471 -2.9675 -2.3433
H 7.1953 -4.6702 -2.1475
H 8.1616 -2.8841 -0.2534
H 7.1213 -3.9085 0.5141
H 4.1600 -1.9449 -0.9807
H 4.1985 -3.1724 0.1849
*
```

Calculated values
LUMO energy: 0.466 eV
HOMO-LUMO gap: 0.350 Ha
ΔE to the lowest compared entry with this formula, charge and spin: 125.50 kcal/mol
electronic energy: -56918.124 eV